# 1
Entry from the Open Molecules 2025 dataset: a molecular structure, C28H36BN2 in a non-equilibrium geometry (ωB97M-V/def2-TZVPD).

For the HOMO-LUMO gap, the calculation gives 6.208 eV. The net charge is +1. The calculation puts the HOMO energy at -9.1 eV. The calculation puts the calculated total energy at -33269.4339 eV.

Each line ends with the Löwdin charge.
Geometry (Å):
C  -2.252  -2.063  0.645  -0.02
C  -1.509  -2.238  1.914  -0.23
N  -2.094  -2.812  3.003  -0.06
C  -3.467  -3.299  3.037  -0.01
C  -1.180  -2.869  4.060  -0.16
C  0.048  -2.322  3.571  -0.12
C  1.183  -2.328  4.388  -0.02
C  1.048  -2.807  5.698  -0.09
C  -0.179  -3.299  6.177  -0.09
C  -1.334  -3.309  5.368  -0.02
C  -0.172  -1.906  2.220  -0.12
C  0.772  -1.233  1.306  -0.11
C  2.097  -0.616  1.749  -0.23
C  2.080  0.308  2.793  -0.06
C  3.273  0.878  3.246  -0.08
C  4.478  0.579  2.603  -0.09
C  4.458  -0.206  1.441  -0.08
C  3.266  -0.797  1.002  -0.05
H  -1.694  -1.391  -0.022  0.05
H  -2.395  -3.013  0.100  0.10
H  -3.259  -1.640  0.794  0.08
H  -3.729  -3.585  4.060  0.08
H  -4.164  -2.523  2.689  0.09
H  -3.609  -4.182  2.395  0.10
H  2.137  -1.994  3.991  0.10
H  1.910  -2.794  6.359  0.10
H  -0.239  -3.675  7.190  0.10
H  -2.311  -3.619  5.742  0.10
H  0.939  -1.871  0.426  0.12
H  1.128  0.578  3.258  0.13
H  3.260  1.551  4.103  0.11
H  5.424  0.942  3.015  0.11
H  5.381  -0.372  0.895  0.10
H  3.248  -1.410  0.095  0.11
C  1.225  3.361  -1.489  -0.05
C  1.276  1.978  -2.109  -0.16
N  -0.037  1.545  -2.719  -0.11
C  -0.725  2.560  -3.561  -0.22
C  -0.229  3.077  -4.746  0.02
C  -1.020  3.990  -5.474  -0.02
C  -2.278  4.336  -5.000  -0.04
C  -2.754  3.807  -3.794  0.00
C  -1.967  2.914  -3.073  0.00
C  0.185  0.246  -3.442  -0.36
C  -1.091  -0.338  -4.023  -0.03
C  0.827  -0.787  -2.529  -0.03
B  -1.309  1.565  -1.637  -0.06
H  0.207  -0.370  1.049  0.10
H  2.244  3.672  -1.229  0.10
H  0.819  4.116  -2.170  0.09
H  0.641  3.389  -0.557  0.08
H  2.035  1.921  -2.909  0.14
H  1.545  1.257  -1.320  0.12
H  0.753  2.804  -5.141  0.14
H  -0.657  4.420  -6.403  0.12
H  -2.920  5.030  -5.561  0.13
H  -3.731  4.051  -3.377  0.13
H  -2.334  2.466  -2.092  0.13
H  0.880  0.516  -4.254  0.15
H  -0.814  -1.217  -4.617  0.10
H  -1.802  -0.679  -3.257  0.08
H  -1.609  0.345  -4.700  0.09
H  0.971  -1.719  -3.094  0.11
H  1.824  -0.494  -2.184  0.08
H  0.201  -1.024  -1.653  0.08
H  -0.959  2.047  -0.618  0.09
H  -1.938  0.556  -1.630  0.08

=====

# 2
Entry from the Open Molecules 2025 dataset: 12 unconnected molecules or ions with the total composition C48H118N2O12 in a non-equilibrium geometry (ωB97M-V/def2-TZVPD).

For the HOMO-LUMO gap, the calculation gives 9.226 eV. The value obtained for the energy above the lowest of the compared OMol25 structures with the same formula, charge and spin is 60.52 kcal per mole. Its SMILES is CC1(C)CCCC(C)(C)N1O.CC1(C)CCCC(C)(C)N1O.CC(C)O.CC(C)O.CC(C)O.CC(C)O.CC(C)O.CC(C)O.CC(C)O.CC(C)O.CC(C)O.CC(C)O. The calculation puts the HOMO energy at -8.7 eV. The calculation puts the calculated total energy at -79236.2494 eV.

Each line ends with the Löwdin charge.
Geometry (Å):
C  2.885  3.118  2.977  -0.03
C  4.344  3.647  2.711  -0.48
C  4.370  5.160  3.151  -0.02
C  5.323  2.749  3.466  -0.16
C  5.533  1.369  2.912  -0.18
C  5.902  1.507  1.441  -0.12
C  4.900  2.370  0.642  -0.53
C  5.528  2.577  -0.720  -0.04
C  3.587  1.675  0.445  -0.04
N  4.725  3.688  1.291  -0.05
O  3.619  4.320  0.583  -0.07
H  2.595  3.456  3.995  0.10
H  2.165  3.508  2.315  0.04
H  2.745  2.057  2.985  0.04
H  5.260  5.629  2.680  0.09
H  3.429  5.623  2.849  0.07
H  4.485  5.162  4.237  0.08
H  6.281  3.273  3.551  0.12
H  4.977  2.699  4.517  0.13
H  6.342  0.894  3.481  0.12
H  4.588  0.856  3.093  0.09
H  6.080  0.610  0.837  0.12
H  6.876  2.015  1.458  0.12
H  6.442  3.223  -0.669  0.10
H  4.876  3.118  -1.389  0.07
H  5.791  1.635  -1.207  0.08
H  2.818  2.320  -0.055  0.10
H  3.115  1.183  1.291  0.06
H  3.787  0.809  -0.200  0.07
H  3.926  5.213  0.399  0.10
C  4.805  -5.328  -2.425  -0.05
C  3.407  -4.941  -2.784  -0.53
C  2.840  -5.942  -3.851  -0.03
C  2.527  -5.058  -1.549  -0.16
C  2.916  -4.018  -0.506  -0.15
C  2.453  -2.689  -1.184  -0.12
C  3.336  -2.359  -2.393  -0.49
C  2.781  -1.134  -3.045  -0.05
C  4.795  -2.094  -1.930  -0.02
N  3.275  -3.577  -3.352  -0.01
O  4.416  -3.403  -4.311  -0.05
H  4.810  -5.912  -1.519  0.08
H  5.298  -6.014  -3.139  0.09
H  5.586  -4.573  -2.425  0.07
H  2.077  -5.469  -4.476  0.08
H  3.583  -6.319  -4.550  0.07
H  2.322  -6.740  -3.332  0.07
H  1.469  -4.970  -1.846  0.11
H  2.698  -6.102  -1.190  0.13
H  2.520  -4.183  0.471  0.08
H  4.009  -4.052  -0.405  0.09
H  2.546  -1.871  -0.469  0.11
H  1.412  -2.764  -1.574  0.11
H  1.754  -1.432  -3.447  0.12
H  3.375  -0.691  -3.804  0.07
H  2.696  -0.410  -2.249  0.06
H  5.156  -2.863  -1.225  0.07
H  4.781  -1.139  -1.341  0.09
H  5.485  -2.101  -2.712  0.05
H  4.118  -3.579  -5.203  0.09
C  -7.594  -1.489  1.117  -0.04
C  -7.215  -1.918  -0.289  -0.50
C  -6.502  -0.875  -1.064  -0.08
O  -6.435  -3.137  -0.369  -0.07
H  -8.272  -0.624  1.007  0.09
H  -6.726  -1.238  1.726  0.04
H  -8.097  -2.319  1.566  0.07
H  -8.118  -2.153  -0.873  0.14
H  -6.317  -1.267  -2.102  0.09
H  -5.512  -0.585  -0.653  0.08
H  -7.180  0.017  -1.074  0.10
H  -5.550  -2.991  -0.007  0.05
C  -4.174  3.708  -0.364  -0.05
C  -5.243  2.755  0.162  -0.52
C  -4.987  2.487  1.608  -0.05
O  -6.532  3.237  0.065  -0.03
H  -3.174  3.317  -0.296  0.04
H  -4.182  4.672  0.157  0.09
H  -4.367  3.956  -1.397  0.08
H  -5.126  1.839  -0.406  0.12
H  -5.613  1.689  1.946  0.06
H  -5.214  3.359  2.206  0.08
H  -3.940  2.241  1.827  0.08
H  -6.719  3.958  0.666  0.09
C  -1.283  -3.722  -1.006  -0.04
C  -2.817  -3.647  -0.776  -0.48
C  -3.547  -4.941  -1.028  -0.05
O  -3.117  -3.143  0.527  -0.08
H  -0.929  -4.588  -0.492  0.07
H  -0.873  -2.809  -0.651  0.04
H  -0.993  -3.809  -2.074  0.10
H  -3.221  -2.873  -1.472  0.14
H  -4.618  -4.723  -1.009  0.06
H  -3.525  -5.651  -0.216  0.08
H  -3.337  -5.350  -2.006  0.09
H  -2.857  -3.916  1.072  0.10
C  0.797  2.754  -6.370  -0.04
C  0.150  2.313  -5.034  -0.42
C  1.285  1.995  -4.093  -0.05
O  -0.722  3.352  -4.459  -0.05
H  0.077  3.289  -7.026  0.09
H  1.181  1.832  -6.825  0.08
H  1.615  3.416  -6.173  0.06
H  -0.443  1.424  -5.163  0.11
H  0.958  1.682  -3.128  0.04
H  1.948  2.830  -3.943  0.08
H  1.938  1.195  -4.526  0.09
H  -1.525  2.884  -4.378  0.03
C  -2.824  -2.606  4.180  -0.07
C  -3.982  -1.755  4.534  -0.49
C  -4.880  -1.541  3.317  -0.05
O  -4.541  -2.374  5.683  -0.01
H  -2.120  -2.089  3.541  0.06
H  -3.114  -3.492  3.625  0.08
H  -2.305  -3.065  5.005  0.09
H  -3.574  -0.758  4.800  0.13
H  -4.184  -1.393  2.510  0.06
H  -5.649  -0.771  3.365  0.07
H  -5.427  -2.470  3.193  0.09
H  -5.120  -1.792  6.120  0.07
C  -3.493  -0.097  -5.914  -0.06
C  -3.220  0.710  -4.668  -0.51
C  -4.328  0.637  -3.654  -0.06
O  -1.986  0.180  -4.127  -0.07
H  -3.644  -1.143  -5.569  0.09
H  -2.689  -0.027  -6.691  0.09
H  -4.446  0.213  -6.381  0.08
H  -3.067  1.790  -4.949  0.13
H  -4.471  -0.364  -3.208  0.08
H  -5.277  1.029  -4.127  0.11
H  -4.148  1.352  -2.840  0.07
H  -2.054  0.365  -3.188  0.04
C  -0.429  1.643  4.070  -0.06
C  0.215  0.828  5.171  -0.44
C  -0.416  1.055  6.538  -0.07
O  0.088  -0.586  4.832  -0.08
H  0.038  1.619  3.127  0.04
H  -0.522  2.724  4.320  0.10
H  -1.495  1.373  3.925  0.08
H  1.299  1.064  5.333  0.15
H  -1.512  1.029  6.558  0.08
H  -0.194  2.007  7.042  0.08
H  -0.025  0.302  7.258  0.09
H  -0.791  -0.768  4.478  0.06
C  -0.423  4.818  0.427  -0.03
C  -0.329  5.010  -1.123  -0.39
C  0.993  5.524  -1.591  -0.04
O  -0.745  3.717  -1.710  -0.11
H  -1.427  4.549  0.772  0.06
H  -0.211  5.764  0.925  0.08
H  0.257  4.054  0.865  0.07
H  -1.117  5.705  -1.412  0.13
H  1.152  5.403  -2.641  0.07
H  1.887  5.104  -1.108  0.07
H  0.976  6.579  -1.442  0.07
H  -0.674  3.732  -2.694  0.06
C  1.470  -3.179  3.073  -0.03
C  2.566  -2.217  3.604  -0.47
C  3.922  -2.678  3.118  -0.05
O  2.355  -0.868  3.201  -0.08
H  1.544  -3.175  2.015  0.03
H  0.443  -2.828  3.362  0.07
H  1.562  -4.210  3.363  0.07
H  2.514  -2.148  4.681  0.13
H  3.999  -2.508  2.047  0.07
H  4.128  -3.728  3.227  0.07
H  4.754  -2.105  3.598  0.09
H  1.491  -0.577  3.553  0.04
C  0.315  0.686  -0.393  -0.04
C  -1.126  0.312  -0.564  -0.48
C  -1.752  -0.164  0.727  -0.05
O  -1.867  1.375  -1.147  -0.08
H  0.414  1.478  0.380  0.09
H  0.853  0.966  -1.287  0.05
H  0.861  -0.158  0.039  0.08
H  -1.202  -0.501  -1.288  0.12
H  -1.186  -0.945  1.250  0.07
H  -2.737  -0.631  0.549  0.06
H  -1.916  0.644  1.475  0.07
H  -1.346  2.201  -1.270  0.04

=====

# 3
Entry from the Open Molecules 2025 dataset: a molecular structure, C26H28B2F4N8O4S4TeY in a non-equilibrium geometry (ωB97M-V/def2-TZVPD).

For the HOMO-LUMO gap (spin up / spin down), the calculation gives 4.426 / 4.427 eV. The value obtained for the energy above the lowest of the compared OMol25 structures with the same formula, charge and spin is 0.00 kcal per mole. The net charge is +1. The calculation puts the HOMO energy (spin up / spin down) at -9.9 / -9.9 eV. The calculation puts the calculated total energy at -111428.3216 eV.

Each line ends with the Löwdin charge.
Geometry (Å):
Y  -0.618  0.505  -1.570  1.38
C  1.349  -1.476  -5.306  0.02
C  0.470  -0.981  -4.172  -0.20
N  0.982  -0.354  -3.145  -0.02
O  2.309  -0.044  -3.259  0.03
B  3.196  -0.509  -2.135  -1.01
F  3.455  -1.927  -2.249  0.09
F  4.407  0.172  -2.201  0.16
O  2.592  -0.160  -0.795  0.01
N  1.354  -0.724  -0.578  -0.04
C  1.376  -1.994  -0.257  -0.26
C  2.635  -2.649  0.299  0.01
C  0.095  -2.693  -0.343  -0.27
N  -0.889  -2.007  -0.857  0.07
O  -2.071  -2.862  -0.921  0.13
B  -3.052  -2.391  -1.721  -0.79
F  -4.306  -2.741  -1.372  0.25
F  -2.141  0.318  0.031  -0.68
O  -2.908  -1.688  -2.875  0.13
N  -1.684  -0.946  -3.119  0.00
C  -0.980  -1.281  -4.163  -0.21
C  -1.665  -1.890  -5.364  0.02
C  0.004  -4.068  0.231  0.02
H  2.374  -1.331  -4.959  0.09
H  1.210  -0.917  -6.261  0.11
H  1.152  -2.533  -5.530  0.10
H  3.406  -1.886  0.560  0.11
H  3.125  -3.250  -0.467  0.09
H  2.399  -3.308  1.178  0.09
H  -2.737  -1.975  -5.080  0.10
H  -1.336  -2.936  -5.511  0.11
H  -1.565  -1.329  -6.302  0.11
H  0.591  -4.143  1.165  0.09
H  0.429  -4.799  -0.463  0.11
H  -1.053  -4.265  0.418  0.09
S  -2.512  2.547  -2.553  0.00
S  -4.326  1.761  -2.424  0.06
S  -4.812  1.841  -0.403  0.10
S  -3.856  3.213  0.487  0.22
N  1.104  4.664  0.155  0.11
C  0.467  4.346  1.359  -0.05
C  -0.156  3.143  1.154  -0.17
N  0.141  2.667  -0.125  0.05
C  0.888  3.631  -0.713  -0.25
C  1.238  3.604  -2.133  -0.25
N  0.663  2.727  -2.981  0.03
C  1.219  2.976  -4.244  -0.10
C  2.134  4.020  -4.144  -0.05
N  2.144  4.380  -2.802  0.11
H  1.627  5.543  -0.080  0.19
H  0.515  5.045  2.184  0.12
H  -0.823  2.590  1.809  0.03
H  0.957  2.398  -5.113  0.10
H  2.745  4.531  -4.896  0.13
H  2.758  5.066  -2.327  0.18
Te  -0.582  -0.241  2.176  1.47
C  -2.227  -0.651  3.490  -0.49
C  -2.342  -1.891  4.127  -0.14
C  -3.279  -2.033  5.154  -0.08
C  -4.178  -1.011  5.471  -0.09
C  -4.125  0.147  4.747  -0.11
C  -3.135  0.366  3.791  -0.14
C  0.968  0.121  3.642  -0.47
C  1.715  -0.955  4.140  -0.15
C  2.744  -0.724  5.015  -0.09
C  3.009  0.569  5.443  -0.09
C  2.260  1.637  4.990  -0.09
C  1.228  1.407  4.111  -0.15
H  -1.690  -2.725  3.823  0.10
H  -3.352  -3.017  5.657  0.11
H  -4.908  -1.106  6.309  0.12
H  -4.800  1.000  4.946  0.12
H  -3.054  1.360  3.360  0.08
H  1.455  -1.956  3.777  0.09
H  3.384  -1.520  5.374  0.11
H  3.824  0.745  6.127  0.10
H  2.441  2.624  5.441  0.11
H  0.626  2.223  3.771  0.07